ORCA calculation (ωB97M-V/def2-TZVPD) on the ion C6H10N3O2 with charge +1 at a distorted geometry.

Each line ends with the Löwdin charge.
Element x y z (Å)
1 C -3.94 1.04 -0.09  -0.1648
2 C -1.25 1.05 0.52  0.0122
3 C -2.95 0.29 0.68  0.1014
4 C -0.08 -2.33 -0.09  -0.0461
5 C 1.05 2.51 -1.07  -0.0698
6 C -0.41 -1.40 -1.35  -0.2158
7 N -4.68 1.54 -0.77  0.2262
8 N -1.72 0.02 -0.03  -0.0599
9 N -0.36 1.95 0.68  0.1351
10 O 0.93 1.76 0.11  -0.0847
11 O -1.59 -0.74 -1.13  -0.0219
12 H -3.36 -0.17 1.64  0.1770
13 H 0.71 -3.11 -0.37  0.1068
14 H 0.54 -1.66 0.63  0.1038
15 H -0.94 -2.86 0.18  0.0454
16 H 1.50 1.94 -1.84  0.0668
17 H 1.81 3.35 -0.99  0.1261
18 H 0.01 2.65 -1.52  0.1265
19 H -0.66 -2.09 -2.26  0.1733
20 H 0.41 -0.70 -1.50  0.1062
21 H -0.36 2.53 1.45  0.1561

Structure (SMILES) ... CCON1/C(=[NH+]\OC)[C@H]1C#N
HOMO ... -14.659 eV
Total charge ... +1
Total energy ... -548.7983 a.u.
Max |F| ... 5.2 eV Å⁻¹
Relative energy (zero: lowest compared OMol25 entry of this formula, charge and spin) ... 966.8 kJ/mol